{
  "formula": "C12H14N2O",
  "method": "ωB97M-V/def2-TZVPD",
  "species": ["C", "O", "C", "C", "C", "C", "C", "C", "N", "C", "C", "C", "C", "N", "C", "H", "H", "H", "H", "H", "H", "H", "H", "H", "H", "H", "H", "H", "H"],
  "coordinates": [[-3.5614, -2.3311, -0.1174], [-2.8025, -2.6121, 1.1286], [-1.6975, -1.9020, 1.2391], [-1.1452, -1.6638, 2.5677], [-0.0406, -0.7644, 2.7894], [0.5609, -0.1559, 1.7099], [1.6513, 0.7594, 1.5635], [1.7575, 1.0597, 0.2405], [0.6766, 0.5326, -0.4593], [-0.0316, -0.3310, 0.3994], [-1.1293, -1.2144, 0.1814], [0.2364, 0.9383, -1.7616], [1.4581, 1.3974, -2.5118], [2.2772, 2.4546, -1.8565], [2.7717, 1.9207, -0.4548], [-3.1235, -2.6917, -1.1505], [-4.5490, -2.8444, 0.0343], [-3.8152, -1.1856, -0.1428], [-1.4864, -2.2590, 3.4615], [0.3807, -0.5483, 3.7749], [2.4370, 0.9878, 2.3194], [-1.6384, -1.1389, -0.8101], [-0.6023, 1.7026, -1.6724], [-0.3863, 0.1656, -2.2264], [2.1933, 0.4881, -2.5083], [1.3626, 1.7482, -3.6166], [1.6279, 3.2986, -1.6992], [3.6656, 1.2781, -0.5463], [2.9524, 2.9112, 0.1244]],
  "smiles": "COc1ccc2cc3n(c2c1)CCNC3",
  "orbital_gap_ev": 8.2,
  "charge": 0,
  "energy_ha": -650.33950,
  "lumo_ev": 0.71,
  "homo_ev": -7.48,
  "e_above_lowest_kcal_mol": 74.5
}

***

{
  "formula": "C5H6O",
  "method": "ωB97M-V/def2-TZVPD",
  "species": ["C", "C", "C", "O", "C", "C", "H", "H", "H", "H", "H", "H"],
  "coordinates": [[0.0129, 1.3293, 0.2787], [-0.3906, -0.0822, 0.7248], [-1.3671, -0.7972, 0.0146], [-0.7689, -1.2738, -1.0469], [0.5578, -0.9586, -0.6085], [1.7032, -1.1450, -1.0998], [1.0664, 1.4957, 0.5236], [-0.1058, 1.4718, -0.7980], [-0.5955, 2.0745, 0.8035], [-0.4212, -0.1666, 1.8146], [-2.3841, -1.1259, 0.2135], [2.6928, -0.8219, -0.8200]],
  "orbital_gap_ev": [6.9, 6.9],
  "charge": 0,
  "energy_ha": -269.12848,
  "lumo_ev": [-0.62, -0.62],
  "homo_ev": [-7.51, -7.51],
  "e_above_lowest_kcal_mol": 136.6
}

***

{
  "formula": "C29H27FeN6O7S2",
  "method": "ωB97M-V/def2-TZVPD",
  "species": ["Fe", "C", "C", "N", "N", "C", "N", "S", "C", "C", "C", "C", "C", "N", "H", "H", "H", "H", "H", "H", "H", "H", "H", "N", "C", "C", "O", "O", "H", "H", "H", "H", "O", "C", "O", "C", "C", "C", "C", "C", "C", "N", "O", "O", "H", "H", "H", "H", "O", "S", "C", "C", "C", "C", "C", "C", "C", "C", "C", "C", "C", "C", "H", "H", "H", "H", "H", "H", "H", "H", "H", "H"],
  "coordinates": [[1.0079, -1.3669, 0.5469], [-2.9626, -3.4073, 1.2850], [-1.5413, -2.9304, 1.2571], [-0.8709, -2.6875, 0.2058], [-1.3952, -2.7924, -1.0276], [-0.4969, -2.9541, -1.9546], [-0.9274, -2.9862, -3.2416], [1.1799, -3.1808, -1.6440], [-0.7567, -2.7075, 2.4757], [-1.3166, -2.7560, 3.7469], [-0.5009, -2.5391, 4.8459], [0.8428, -2.2711, 4.6450], [1.3136, -2.2105, 3.3402], [0.5443, -2.4262, 2.2838], [-3.3184, -3.4914, 0.2624], [-3.0378, -4.3789, 1.7752], [-3.5929, -2.6978, 1.8238], [-1.9215, -3.0467, -3.3899], [-0.3137, -3.3880, -3.9279], [-2.3713, -2.9502, 3.8740], [-0.9138, -2.5686, 5.8456], [1.5122, -2.0982, 5.4748], [2.3521, -1.9778, 3.1422], [3.2676, -2.1502, 0.3652], [4.1430, -1.2625, 1.1121], [3.3734, -0.5838, 2.2819], [4.0047, -0.2026, 3.2508], [2.1158, -0.4898, 2.0694], [3.4147, -3.1302, 0.5601], [3.3252, -1.9584, -0.6309], [4.4546, -0.4432, 0.4650], [5.0170, -1.7577, 1.5311], [3.0553, -0.2995, -1.5637], [1.9097, 0.0341, -1.8638], [0.8640, -0.0987, -1.1334], [1.6719, 0.6255, -3.2331], [0.6181, 0.1398, -3.9984], [0.4754, 0.5226, -5.3245], [1.3485, 1.4446, -5.8738], [2.3522, 1.9765, -5.0757], [2.5452, 1.5571, -3.7697], [3.2207, 3.0088, -5.6401], [3.9700, 3.5945, -4.8818], [3.1395, 3.2313, -6.8350], [-0.0753, -0.5531, -3.5434], [-0.3147, 0.1001, -5.9313], [1.2714, 1.7633, -6.9024], [3.3646, 1.9483, -3.1836], [-0.6452, -0.2436, 1.5818], [-1.9984, 0.3873, 1.4618], [-2.0130, 1.3425, -0.0651], [-3.0124, 1.1067, -0.9948], [-2.9770, 1.7731, -2.2107], [-1.9457, 2.6612, -2.4802], [-0.9510, 2.8881, -1.5385], [-0.9771, 2.2244, -0.3252], [-1.9324, 1.8008, 2.5763], [-0.7508, 2.0886, 3.2348], [-0.7087, 3.1876, 4.0819], [-1.8406, 3.9677, 4.2683], [-3.0268, 3.6508, 3.6169], [-3.0777, 2.5572, 2.7695], [-3.8079, 0.4070, -0.7678], [-3.7508, 1.5981, -2.9466], [-1.9141, 3.1787, -3.4304], [-0.1432, 3.5741, -1.7567], [-0.1992, 2.3795, 0.4115], [0.1158, 1.4541, 3.0808], [0.2146, 3.4329, 4.5891], [-1.7998, 4.8282, 4.9230], [-3.9092, 4.2585, 3.7654], [-3.9969, 2.2933, 2.2588]],
  "orbital_gap_ev": [7.8, 6.6],
  "charge": 0,
  "energy_ha": -4036.54537,
  "multiplicity": 6,
  "lumo_ev": [-0.38, -1.56],
  "homo_ev": [-8.14, -8.12]
}

***

{
  "formula": "C16H25FN2O4",
  "method": "ωB97M-V/def2-TZVPD",
  "species": ["C", "C", "F", "N", "C", "O", "O", "C", "C", "C", "N", "C", "C", "H", "H", "H", "H", "H", "H", "H", "H", "H", "C", "C", "C", "O", "C", "H", "H", "H", "H", "H", "H", "H", "H", "C", "C", "C", "O", "C", "H", "H", "H", "H", "H", "H", "H", "H"],
  "coordinates": [[-0.6688, 2.3908, -0.6595], [-0.2422, 0.9437, -0.5815], [0.4354, 0.7269, 0.6185], [-1.3641, 0.0209, -0.5472], [-2.0738, -0.0419, -1.7277], [-1.7617, 0.4695, -2.7521], [-3.2092, -0.7960, -1.6080], [-4.2988, -0.1079, -1.1126], [-4.6707, 1.1321, -1.6013], [-5.7947, 1.7345, -1.0542], [-6.5416, 1.2083, -0.0846], [-6.1564, 0.0142, 0.3617], [-5.0579, -0.6872, -0.1133], [-1.6388, 2.5148, -1.1267], [0.0780, 2.9702, -1.1917], [-0.7316, 2.7906, 0.3497], [0.4765, 0.7061, -1.3656], [-1.0501, -0.9024, -0.2512], [-4.1157, 1.6171, -2.3889], [-6.1050, 2.6969, -1.4370], [-6.7456, -0.4206, 1.1573], [-4.8067, -1.6564, 0.2865], [3.7066, 1.4898, 3.0267], [4.8514, 2.4221, 3.4189], [5.0338, 3.2365, 2.1446], [3.7456, 3.3222, 1.5356], [2.8450, 2.4049, 2.1667], [3.1644, 1.0792, 3.8769], [4.0866, 0.6576, 2.4299], [4.5419, 3.0708, 4.2412], [5.7598, 1.9019, 3.7192], [5.7199, 2.7375, 1.4510], [5.4062, 4.2443, 2.3318], [2.1389, 2.9741, 2.7821], [2.2881, 1.8715, 1.4042], [1.4015, -3.3774, -2.2765], [1.7545, -4.4864, -1.2865], [0.9703, -4.0582, -0.0518], [-0.1978, -3.3852, -0.5342], [-0.0583, -3.1221, -1.9320], [1.5444, -3.6524, -3.3198], [2.0025, -2.4885, -2.0724], [1.3902, -5.4481, -1.6531], [2.8218, -4.5776, -1.0931], [1.5490, -3.3623, 0.5645], [0.6614, -4.8970, 0.5718], [-0.7218, -3.7902, -2.4897], [-0.3627, -2.0919, -2.1261]],
  "smiles": "C[C@@H](F)NC(=O)Oc1ccncc1.C1CCOC1.C1CCOC1",
  "orbital_gap_ev": 10.1,
  "charge": 0,
  "energy_ha": -1134.98045,
  "lumo_ev": 0.67,
  "homo_ev": -9.40
}

***

{
  "formula": "C8H18N2O2Si",
  "method": "ωB97M-V/def2-TZVPD",
  "species": ["C", "C", "O", "N", "C", "Si", "C", "C", "N", "C", "C", "C", "O", "H", "H", "H", "H", "H", "H", "H", "H", "H", "H", "H", "H", "H", "H", "H", "H", "H", "H"],
  "coordinates": [[1.9238, -3.3169, -0.2829], [1.0436, -2.3213, 0.4565], [0.7403, -2.5053, 1.6200], [0.6850, -1.1533, -0.1829], [1.2838, -0.8037, -1.4568], [-0.5342, -0.2177, 0.7195], [0.1806, 0.0602, 2.4745], [-2.1973, -1.0086, 0.6873], [-0.4877, 1.3810, -0.0847], [0.5107, 2.3208, 0.3788], [-1.4334, 1.6711, -1.0282], [-1.4720, 3.0229, -1.6675], [-2.2987, 0.8488, -1.2872], [1.2760, -4.0413, -0.7734], [2.5064, -2.7897, -1.0442], [2.5520, -3.7755, 0.4992], [2.3515, -0.6294, -1.3351], [0.8335, 0.1212, -1.8121], [1.0552, -1.5506, -2.2053], [0.2128, -0.8706, 3.0295], [-0.3984, 0.8102, 3.0091], [1.1940, 0.4228, 2.3549], [-1.9728, -2.0536, 0.9073], [-2.5824, -0.8774, -0.3211], [-2.8320, -0.5876, 1.4614], [1.4245, 1.7629, 0.5737], [0.7444, 3.0145, -0.4306], [0.1829, 2.8541, 1.2687], [-1.4635, 3.8331, -0.9225], [-0.6343, 3.2211, -2.3311], [-2.3941, 3.1578, -2.2749]],
  "smiles": "CC(=O)N(C)[Si](C)(C)N(C)C(C)=O",
  "orbital_gap_ev": 10.0,
  "charge": 0,
  "energy_ha": -865.20376,
  "lumo_ev": 0.64,
  "homo_ev": -9.32,
  "e_above_lowest_kcal_mol": 0.0
}

***

{
  "formula": "C4H12",
  "method": "ωB97M-V/def2-TZVPD",
  "species": ["C", "C", "H", "H", "H", "H", "H", "H", "C", "C", "H", "H", "H", "H", "H", "H"],
  "coordinates": [[-0.9784, 1.8167, 1.5676], [-1.6277, 0.4153, 1.3826], [-1.0542, 2.4371, 0.6219], [-1.5264, 2.4982, 2.2128], [0.0980, 1.8376, 1.7925], [-2.5359, 0.5188, 0.6097], [-1.9772, -0.1409, 2.1920], [-0.9854, -0.3533, 0.8789], [1.8163, -1.7039, -1.5824], [0.8029, -0.5557, -1.3057], [1.6724, -2.5867, -0.9594], [1.6121, -1.7538, -2.6887], [2.8573, -1.3104, -1.5182], [1.2669, 0.3862, -1.3776], [0.5553, -0.7074, -0.2001], [-0.0615, -0.6595, -1.9363]],
  "orbital_gap_ev": [12.8, 4.5],
  "charge": 1,
  "energy_ha": -159.13390,
  "multiplicity": 2,
  "lumo_ev": [-3.12, -11.31],
  "homo_ev": [-15.95, -15.77],
  "e_above_lowest_kcal_mol": 22.6
}

***

{
  "formula": "C49H45CoN2O2P2STe",
  "method": "ωB97M-V/def2-TZVPD",
  "species": ["Co", "O", "P", "C", "P", "O", "C", "C", "C", "C", "C", "C", "C", "C", "C", "C", "C", "C", "C", "C", "C", "C", "C", "C", "C", "C", "C", "C", "C", "C", "H", "H", "H", "H", "H", "H", "H", "H", "H", "H", "H", "H", "H", "H", "H", "H", "H", "H", "H", "H", "H", "H", "C", "Te", "C", "C", "C", "C", "C", "C", "C", "H", "H", "H", "H", "H", "H", "H", "H", "C", "C", "C", "C", "C", "C", "C", "C", "C", "C", "H", "H", "H", "H", "H", "H", "H", "C", "C", "C", "C", "N", "C", "S", "N", "C", "H", "H", "H", "H", "H", "H", "H", "H"],
  "coordinates": [[0.4632, 0.0768, -0.4821], [-0.7088, 1.6020, -0.8651], [-1.4006, 2.7069, -0.0830], [-1.7736, 2.1591, 1.6141], [-1.9230, 0.3534, 1.6648], [-0.6975, -0.3103, 1.0520], [-2.0667, -0.1035, 3.3764], [-3.1917, -0.7554, 3.8756], [-3.2338, -1.1175, 5.2147], [-2.1590, -0.8355, 6.0443], [-1.0290, -0.1968, 5.5441], [-0.9788, 0.1701, 4.2115], [-3.4126, -0.0354, 0.7612], [-3.3583, -0.9695, -0.2693], [-4.4966, -1.2398, -1.0149], [-5.6821, -0.5757, -0.7360], [-5.7402, 0.3569, 0.2933], [-4.6092, 0.6270, 1.0436], [-2.9715, 3.0631, -0.8523], [-3.7819, 4.0857, -0.3594], [-5.0125, 4.3293, -0.9450], [-5.4304, 3.5576, -2.0233], [-4.6213, 2.5447, -2.5170], [-3.3880, 2.2931, -1.9338], [-0.3953, 4.1691, 0.0539], [0.5587, 4.3972, -0.9365], [1.3442, 5.5367, -0.8778], [1.1762, 6.4438, 0.1600], [0.2270, 6.2166, 1.1479], [-0.5597, 5.0769, 1.0997], [-2.7032, 2.6043, 1.9745], [-0.9774, 2.4516, 2.3013], [-4.0275, -0.9858, 3.2277], [-4.1055, -1.6224, 5.6077], [-2.1972, -1.1182, 7.0878], [-0.1900, 0.0110, 6.1942], [-0.0870, 0.6463, 3.8168], [-2.4316, -1.4885, -0.4813], [-4.4599, -1.9731, -1.8094], [-6.5689, -0.7877, -1.3184], [-6.6671, 0.8701, 0.5107], [-4.6659, 1.3515, 1.8484], [-3.4540, 4.7042, 0.4692], [-5.6417, 5.1251, -0.5701], [-6.3896, 3.7544, -2.4836], [-4.9507, 1.9507, -3.3592], [-2.7501, 1.5012, -2.3043], [0.6924, 3.6784, -1.7356], [2.0909, 5.7167, -1.6391], [1.7915, 7.3325, 0.2019], [0.1035, 6.9246, 1.9561], [-1.2915, 4.9032, 1.8804], [2.5799, -3.5004, -0.2493], [0.7389, -2.4285, -0.1198], [1.1378, -2.5817, 1.9682], [1.8414, -3.9077, 2.0887], [1.7987, -4.6697, 3.2479], [2.4560, -5.8900, 3.3032], [3.1514, -6.3562, 2.1967], [3.1903, -5.6031, 1.0321], [2.5403, -4.3778, 0.9759], [3.3916, -2.7776, -0.2038], [2.6399, -4.0503, -1.1840], [0.2112, -2.5344, 2.5342], [1.7676, -1.7320, 2.2395], [1.2476, -4.3110, 4.1088], [2.4173, -6.4824, 4.2072], [3.6582, -7.3108, 2.2375], [3.7311, -5.9698, 0.1680], [6.1519, -0.3616, -0.0061], [5.2036, -0.9113, -0.8924], [3.8802, -0.5918, -0.7838], [3.4049, 0.3047, 0.2080], [2.0419, 0.7044, 0.3730], [1.7250, 1.6427, 1.3110], [2.6939, 2.2234, 2.1602], [3.9907, 1.8294, 2.0593], [4.3740, 0.8760, 1.0819], [5.7381, 0.5108, 0.9552], [7.1963, -0.6272, -0.0957], [5.5291, -1.5921, -1.6692], [3.1781, -1.0263, -1.4779], [0.7045, 1.9745, 1.4241], [2.3921, 2.9716, 2.8821], [4.7523, 2.2470, 2.7055], [6.4517, 0.9551, 1.6380], [1.5178, -0.9958, -7.2510], [1.3231, -1.4684, -5.8521], [1.1317, -2.7693, -5.4741], [0.9606, -3.0506, -4.1115], [1.0043, -2.0994, -3.1772], [1.1896, -0.8341, -3.5437], [1.3297, 0.4975, -2.4890], [1.3222, -0.5367, -4.8723], [0.7324, -4.4474, -3.6397], [1.4708, -1.8284, -7.9464], [2.4895, -0.5095, -7.3536], [0.7473, -0.2710, -7.5191], [1.1110, -3.5553, -6.2133], [1.4451, 0.4401, -5.1120], [0.5682, -5.1334, -4.4662], [-0.1217, -4.4753, -2.9630], [1.6041, -4.7857, -3.0772]],
  "orbital_gap_ev": 7.0,
  "charge": 2,
  "energy_ha": -4885.54867,
  "lumo_ev": -5.15,
  "homo_ev": -12.20,
  "e_above_lowest_kcal_mol": 0.2
}

***

{
  "formula": "C2H6O3S",
  "method": "ωB97M-V/def2-TZVPD",
  "species": ["O", "C", "O", "C", "S", "H", "H", "H", "H", "O", "H", "H"],
  "coordinates": [[-1.2744, 0.8559, -2.2941], [-0.7500, 0.4182, -1.2588], [-0.9076, -0.8526, -0.7837], [0.1721, 1.3035, -0.3745], [1.1356, 0.3166, 0.7541], [-0.6595, -1.0785, 0.1541], [0.8010, 1.9135, -1.0511], [-0.4899, 1.9937, 0.1830], [1.9531, -0.0160, -0.2673], [-0.2834, -1.6578, 1.3718], [0.0172, -0.8320, 1.8144], [0.2859, -2.3645, 1.7521]],
  "smiles": "O=C(O)CS.O",
  "orbital_gap_ev": 9.6,
  "charge": 0,
  "energy_ha": -703.66786,
  "lumo_ev": 0.13,
  "homo_ev": -9.44,
  "e_above_lowest_kcal_mol": 28.3
}

***

Question: What is the formula in the eighth record?
Answer: C2H6O3S